Record 1
{"formula": "C25H28Cl2FN3O5Pd", "method": "the ωB97M-V functional and the def2-TZVPD basis", "de_lowest_kj_mol": 52.1, "multiplicity": 1, "species": ["Pd", "F", "C", "C", "C", "C", "O", "C", "C", "N", "C", "C", "C", "C", "C", "C", "N", "C", "C", "N", "C", "C", "C", "O", "O", "H", "H", "H", "H", "H", "H", "H", "H", "H", "H", "H", "H", "H", "H", "H", "H", "H", "H", "C", "C", "C", "C", "C", "C", "H", "H", "H", "H", "H", "H", "H", "H", "H", "Cl", "C", "Cl", "C", "O", "O", "H"], "coordinates": [[-0.5393, 4.1940, 0.4340], [-3.0311, -1.2695, -2.0879], [-2.2927, -1.2246, -0.9463], [-2.0356, -0.0006, -0.4016], [-1.3018, 0.1152, 0.7686], [-1.0064, 1.4606, 1.3038], [-1.5188, 2.4103, 0.6994], [-0.1865, 1.4978, 2.4773], [0.1912, 0.3130, 3.0192], [-0.0659, -0.9289, 2.5214], [0.3174, -2.1091, 3.2588], [1.4943, -2.9287, 2.7984], [1.5777, -2.1069, 4.0521], [-0.8201, -1.0488, 1.3752], [-1.0755, -2.2954, 0.7903], [-1.8181, -2.4097, -0.3685], [-1.9832, -3.6982, -0.9596], [-2.3562, -4.7989, -0.0795], [-1.5957, -6.0340, -0.5585], [-1.4171, -5.9010, -2.0517], [-2.6495, -5.2958, -2.6646], [-2.6960, -3.8237, -2.2363], [0.3183, 2.7463, 3.2592], [0.8080, 2.4662, 4.3711], [0.1513, 3.8387, 2.7018], [-2.3972, 0.9011, -0.8838], [0.7543, 0.3639, 3.9410], [-0.5286, -2.6508, 3.6659], [2.0341, -2.5625, 1.9345], [1.4350, -4.0067, 2.8812], [2.1981, -1.2217, 4.0276], [1.5566, -2.6110, 5.0070], [-0.6112, -3.1734, 1.2196], [-3.4397, -4.9714, -0.0956], [-2.0862, -4.5981, 0.9497], [-2.1284, -6.9623, -0.3603], [-0.5990, -6.0856, -0.1272], [-1.1771, -6.7938, -2.4763], [-0.6452, -5.2498, -2.2058], [-3.4929, -5.8754, -2.2986], [-2.5966, -5.3968, -3.7450], [-3.7386, -3.5023, -2.1903], [-2.1935, -3.2147, -2.9823], [3.6168, 1.5558, -1.7159], [2.9441, 2.8293, -2.2502], [3.9334, 3.9994, -2.1589], [2.5411, 2.6154, -3.7139], [1.7533, 3.1400, -1.4367], [0.7818, 3.3751, -0.7510], [4.5098, 1.3171, -2.3040], [2.9251, 0.7108, -1.7680], [3.9085, 1.6925, -0.6730], [4.8353, 3.7845, -2.7421], [4.2178, 4.1757, -1.1206], [3.4769, 4.9141, -2.5405], [3.4182, 2.3607, -4.3183], [2.0881, 3.5212, -4.1207], [1.8116, 1.8060, -3.7955], [-1.9750, 9.0210, 0.4330], [-0.7808, 8.0597, 1.3523], [0.8229, 8.7920, 1.2492], [-0.8360, 6.6055, 0.8672], [-1.8365, 5.9408, 1.1998], [0.1214, 6.1366, 0.1836], [-1.0907, 8.0897, 2.3870]]}

***

Record 2
{"formula": "C25H28Cl5O2Zr", "method": "the ωB97M-V functional and the def2-TZVPD basis", "total_charge": 1, "multiplicity": 1, "species": ["O", "C", "C", "H", "H", "C", "H", "H", "C", "H", "H", "H", "C", "H", "H", "H", "Zr", "C", "C", "C", "H", "C", "C", "H", "H", "H", "H", "C", "C", "C", "H", "C", "C", "H", "H", "H", "H", "O", "C", "C", "H", "H", "C", "H", "H", "C", "H", "H", "H", "H", "Cl", "C", "C", "C", "Cl", "C", "Cl", "C", "Cl", "C", "Cl"], "coordinates": [[-3.4361, -1.2733, -3.5653], [-4.8234, -1.8703, -3.4838], [-4.8750, -2.3285, -4.9238], [-5.5154, -1.0777, -3.1508], [-4.8806, -2.7646, -2.8256], [-3.5328, -1.5650, -4.9975], [-5.7430, -1.9152, -5.4424], [-4.7646, -3.4240, -4.9816], [-3.7280, -0.3028, -5.8095], [-4.6950, 0.1735, -5.5607], [-3.7238, -0.5593, -6.8801], [-2.9157, 0.3880, -5.5900], [-2.3743, -2.3918, -5.5323], [-2.3216, -3.3717, -5.0261], [-1.4637, -1.8157, -5.3695], [-2.5304, -2.5569, -6.6164], [-1.0957, -0.1373, -0.9286], [0.8125, -0.8024, 0.3005], [0.2311, -1.5790, 1.3852], [0.3836, -2.9442, 1.0647], [-0.1541, -1.1987, 2.3269], [1.0335, -3.0559, -0.1944], [1.2658, -1.7542, -0.6942], [1.8492, -1.5121, -1.5846], [1.1895, 0.2159, 0.3848], [0.1348, -3.7884, 1.7179], [1.3445, -3.9849, -0.6670], [-0.0108, 1.8642, -1.7927], [0.5044, 0.7291, -2.4969], [-0.5754, 0.0786, -3.1706], [1.5555, 0.4814, -2.6011], [-1.7764, 0.8453, -2.8975], [-1.4178, 1.9491, -2.0600], [-2.0657, 2.7864, -1.7960], [0.5914, 2.6310, -1.3010], [-0.4988, -0.7021, -3.9198], [-2.7347, 0.7003, -3.3771], [-1.9178, -2.3364, -1.5476], [-1.3631, -3.3259, -2.4562], [-2.2370, -4.5439, -2.3186], [-0.3018, -3.4921, -2.2472], [-1.4139, -2.9106, -3.4582], [-2.9197, -4.3522, -0.9624], [-1.6474, -5.4437, -2.4719], [-3.0627, -4.4732, -3.0446], [-3.1440, -2.8662, -0.9448], [-2.2053, -4.5971, -0.1737], [-3.8409, -4.9741, -0.8715], [-3.3701, -2.4209, 0.0253], [-3.9611, -2.5906, -1.6189], [1.5735, 2.3774, 1.5297], [-0.0540, 1.9022, 1.9582], [-0.9558, 1.3517, 1.0517], [-2.2974, 1.3619, 1.3540], [-3.3727, 0.5883, 0.1536], [-2.7789, 1.8222, 2.5847], [-4.4588, 2.0188, 2.8217], [-1.8484, 2.1008, 3.6217], [-2.3991, 2.3531, 5.2181], [-0.4730, 2.1269, 3.3068], [0.6828, 2.3530, 4.5606]]}

***

Record 3
{"formula": "C25H28N2O6S", "method": "the ωB97M-V functional and the def2-TZVPD basis", "de_lowest_kj_mol": 121.4, "smiles": "Cc1ccc(NC(=O)c2oc3ccc(S(=O)(=O)N4CCC5(CC4)OCCO5)cc3c2C)cc1C", "multiplicity": 1, "species": ["C", "C", "C", "C", "C", "N", "C", "O", "C", "O", "C", "C", "C", "C", "S", "O", "O", "N", "C", "C", "C", "C", "C", "O", "C", "C", "O", "C", "C", "C", "C", "C", "C", "C", "H", "H", "H", "H", "H", "H", "H", "H", "H", "H", "H", "H", "H", "H", "H", "H", "H", "H", "H", "H", "H", "H", "H", "H", "H", "H", "H", "H"], "coordinates": [[-3.5615, 5.2737, -7.6815], [-3.1428, 4.3537, -6.5764], [-2.1712, 3.3870, -6.7974], [-1.7707, 2.5280, -5.7936], [-2.3467, 2.6225, -4.5301], [-1.9105, 1.7321, -3.5444], [-2.3347, 1.5973, -2.2598], [-3.2024, 2.2630, -1.7259], [-1.6174, 0.5246, -1.5403], [-0.6100, -0.1519, -2.1922], [-0.1293, -1.0624, -1.3235], [0.8990, -1.9695, -1.5386], [1.2214, -2.8096, -0.4909], [0.5320, -2.7381, 0.7166], [0.9783, -3.8350, 2.0583], [-0.1959, -4.5181, 2.5153], [2.1097, -4.6262, 1.6581], [1.3924, -2.6942, 3.2261], [1.1901, -3.1211, 4.5995], [2.4777, -3.6459, 5.2205], [3.5375, -2.5390, 5.2924], [3.2828, -1.4716, 4.2016], [2.6944, -2.1075, 2.9513], [3.5275, -1.9486, 6.5772], [4.8356, -1.4978, 6.8435], [5.7292, -2.3556, 5.9221], [4.8207, -3.1140, 5.1536], [-0.4888, -1.8458, 0.9423], [-0.8277, -0.9840, -0.0983], [-1.7940, 0.0619, -0.2645], [-2.7684, 0.5185, 0.7553], [-3.3197, 3.5876, -4.2986], [-3.7204, 4.4506, -5.3068], [-4.7702, 5.4806, -5.0245], [-4.6273, 5.1709, -7.8837], [-3.0137, 5.0540, -8.5943], [-3.3767, 6.3121, -7.4078], [-1.7184, 3.3039, -7.7751], [-1.0121, 1.7823, -5.9872], [-1.1835, 1.0939, -3.8411], [1.4169, -2.0116, -2.4830], [2.0078, -3.5417, -0.5789], [0.8116, -2.2734, 5.1800], [0.4251, -3.8977, 4.5733], [2.2963, -4.0149, 6.2293], [2.8807, -4.4559, 4.6116], [2.5967, -0.7248, 4.6030], [4.2238, -0.9821, 3.9476], [2.5588, -1.3552, 2.1669], [3.3799, -2.8787, 2.5771], [5.0364, -1.6575, 7.9039], [4.9324, -0.4294, 6.6116], [6.3586, -1.7321, 5.2759], [6.3624, -3.0514, 6.4769], [-0.9951, -1.8348, 1.8928], [-3.3811, 1.3176, 0.3504], [-3.4037, -0.3124, 1.0585], [-2.2412, 0.8766, 1.6385], [-3.7655, 3.6599, -3.3206], [-5.1037, 5.4143, -3.9927], [-5.6305, 5.3403, -5.6782], [-4.3812, 6.4828, -5.2015]]}

***

Respective DFT total energy values: -2657.86520, -3467.59538, -1928.60843 Eh.
Respective HOMO-LUMO gap values: 4.47, 7.00, 8.23 eV.
Respective largest force on an atom values: 0.98, 4.75, 1.38 eV/Å.